This record from the Open Molecules 2025 dataset describes a 4-piece molecular cluster, C32H64BIN3O7 overall at a distorted geometry. The level of theory is ωB97M-V/def2-TZVPD.

The HOMO-LUMO gap (spin up / spin down) is 9.39 / 8.97 eV. The calculation puts the HOMO energy (spin up / spin down) at -8.834 / -9.108 eV. Its spin multiplicity is 4. Its energy relative to the best compared isomer or geometry (same formula, charge and spin) is 70.0 kcal/mol.

Geometry as XYZ:
```
108
Properties=species:S:1:pos:R:3:forces:R:3:lowdin_charge:R:1
C 0.9377 -1.3912 -0.7610 -0.2 -1.4 0.1 -0.17
C -0.0218 -1.9993 0.4025 0.5 0.0 -0.9 -0.22
C -0.8962 -0.8969 1.1706 -1.0 -0.7 -1.5 -0.61
I -0.1275 1.1712 0.9140 -0.6 -0.5 0.2 0.97
O -1.2235 -1.2124 2.5428 2.9 1.2 0.1 -0.07
C -0.0918 -1.4274 3.3616 0.7 -5.3 2.8 -0.42
O 0.0285 -2.5795 3.8631 -0.8 4.5 -2.0 0.11
O 0.8848 -0.4677 3.7278 -1.0 -1.5 -2.6 0.11
B 2.1980 -0.7650 3.1955 1.8 -0.1 -0.7 -0.53
C 3.0128 0.4660 2.4604 -0.8 -0.1 0.1 -0.06
O 2.8476 -2.0384 3.2063 -1.2 1.9 0.0 0.11
H 1.8553 -0.8810 -0.3078 -1.5 -0.5 -0.8 0.04
H 1.3350 -2.2954 -1.3622 -0.6 1.4 0.9 0.08
H 0.3585 -0.7437 -1.4965 0.9 -0.6 1.1 0.06
H -0.7648 -2.7339 -0.0931 1.0 1.2 0.9 0.11
H 0.6564 -2.6354 1.0601 -1.0 1.0 -0.4 0.12
H -1.9087 -0.8611 0.6159 1.6 0.1 1.2 0.11
H 2.5230 1.4505 2.7765 1.1 -1.2 -0.5 0.06
H 2.8106 0.3469 1.3281 0.5 0.3 1.7 0.03
H 4.1386 0.4242 2.6521 -1.5 0.2 -0.2 0.07
H 3.7338 -1.9833 2.7924 -0.9 0.1 0.3 0.10
C 5.5508 -3.5379 -5.4007 0.2 -0.2 0.0 -0.04
C 5.0236 -2.1937 -4.8357 0.1 -1.0 -1.9 -0.48
C 6.0620 -1.0781 -5.0908 0.1 0.2 0.4 -0.14
C 7.2792 -1.1619 -4.1749 0.0 -0.1 0.0 -0.18
C 6.8582 -1.2352 -2.7119 -0.2 0.3 -0.3 -0.14
C 5.8379 -2.3579 -2.4284 1.2 -1.2 1.3 -0.48
N 4.6916 -2.3506 -3.3857 -1.0 4.1 0.6 -0.04
O 3.8722 -1.3235 -3.0368 0.9 -2.2 -0.5 -0.03
C 6.5500 -3.7314 -2.4695 0.2 -0.1 -0.2 -0.04
C 5.3764 -2.2385 -0.9528 -0.6 0.4 -0.2 -0.05
C 3.7713 -1.8956 -5.7013 -0.3 0.4 0.7 -0.05
H 5.0600 -4.3900 -4.9217 0.1 0.1 0.0 0.09
H 5.3511 -3.6285 -6.4725 -0.1 0.2 0.2 0.08
H 6.6293 -3.6541 -5.2992 0.0 0.0 0.1 0.06
H 5.5938 -0.0966 -4.9512 -0.1 -0.1 0.1 0.12
H 6.3959 -1.1095 -6.1335 -0.2 -0.2 0.0 0.13
H 7.8994 -2.0250 -4.4370 0.0 0.0 0.0 0.10
H 7.9097 -0.2801 -4.3287 0.0 -0.1 0.0 0.11
H 7.7486 -1.3716 -2.0891 -0.2 -0.2 0.1 0.12
H 6.4341 -0.2653 -2.4247 -0.2 -0.2 0.0 0.12
H 5.8308 -4.5496 -2.3700 0.0 0.1 -0.1 0.09
H 7.2616 -3.8246 -1.6432 -0.2 0.2 0.0 0.09
H 7.1350 -3.8975 -3.3710 -0.1 0.0 -0.1 0.06
H 4.9435 -1.2607 -0.7246 -0.1 -0.1 -0.2 0.07
H 6.2219 -2.3651 -0.2696 0.1 -0.1 -0.3 0.08
H 4.6369 -3.0073 -0.7067 0.0 0.1 -0.1 0.09
H 3.0033 -2.6611 -5.5579 0.1 0.1 0.1 0.09
H 4.0304 -1.8800 -6.7637 0.3 -0.1 0.2 0.08
H 3.3303 -0.9193 -5.4832 0.1 -0.2 0.2 0.08
C -0.4238 8.8546 2.1443 0.0 0.1 0.3 -0.04
C -0.7735 7.5820 1.3305 0.2 2.0 -0.4 -0.48
C -2.3076 7.4556 1.1944 -0.1 -0.4 0.2 -0.14
C -2.9955 7.0082 2.4808 0.0 0.1 0.0 -0.18
C -2.3576 5.7365 3.0280 -0.1 0.1 -0.4 -0.13
C -0.8273 5.8472 3.1943 0.2 -0.2 2.2 -0.48
N -0.1523 6.3838 1.9748 -1.7 -2.8 -2.7 -0.05
O -0.1220 5.3874 1.0496 0.6 1.7 1.6 -0.03
C -0.4991 6.7407 4.4147 -0.1 0.3 0.0 -0.04
C -0.2789 4.4585 3.6101 0.1 -0.1 -0.7 -0.05
C -0.1853 7.8704 -0.0757 0.1 -0.8 0.0 -0.05
H 0.5745 8.7824 2.5854 -0.1 -0.1 0.0 0.09
H -0.4183 9.7468 1.5111 -0.1 -0.3 -0.1 0.08
H -1.1405 9.0695 2.9363 0.1 -0.1 0.1 0.06
H -2.5518 6.7345 0.4054 0.2 0.0 0.0 0.12
H -2.7347 8.4121 0.8741 0.3 0.0 0.0 0.12
H -2.9635 7.8045 3.2314 0.0 0.0 0.0 0.10
H -4.0563 6.8262 2.2799 0.1 0.0 0.0 0.11
H -2.8219 5.4868 3.9877 0.3 0.0 0.0 0.12
H -2.5997 4.9086 2.3505 0.2 0.0 0.0 0.13
H 0.5777 6.9158 4.4948 -0.1 0.0 -0.1 0.09
H -0.8183 6.2600 5.3446 0.0 -0.1 -0.2 0.09
H -1.0027 7.7046 4.4032 0.1 0.0 -0.1 0.06
H -0.5307 3.6749 2.8916 0.1 0.2 0.0 0.02
H -0.7034 4.1421 4.5678 -0.1 0.3 -0.1 0.09
H 0.8094 4.4815 3.7257 -0.1 0.1 -0.1 0.09
H 0.9029 7.9711 -0.0332 -0.1 -0.1 0.0 0.09
H -0.5896 8.8027 -0.4801 -0.1 0.0 0.3 0.08
H -0.4319 7.0929 -0.8037 0.1 -0.1 0.3 0.08
C -7.1524 -2.6411 0.1582 -0.2 -0.1 0.3 -0.04
C -5.9305 -3.1118 -0.6721 -1.9 0.9 -0.4 -0.48
C -6.2002 -4.5228 -1.2421 0.3 -0.3 0.1 -0.14
C -6.1080 -5.6280 -0.1939 -0.1 0.0 0.0 -0.18
C -4.7873 -5.5541 0.5638 -0.1 0.1 -0.5 -0.14
C -4.5071 -4.1594 1.1621 0.0 -0.5 2.1 -0.48
N -4.6962 -3.0580 0.1706 2.6 -1.7 -3.0 -0.04
O -3.6241 -3.0695 -0.6666 -1.7 0.7 1.7 -0.04
C -5.4205 -3.9262 2.3894 -0.3 0.0 0.0 -0.04
C -3.0831 -4.1658 1.7725 0.2 0.3 -0.6 -0.04
C -5.8830 -2.1121 -1.8574 0.8 -0.1 0.0 -0.05
H -6.8712 -1.8617 0.8722 0.0 -0.1 0.0 0.09
H -7.9292 -2.2098 -0.4803 0.2 -0.1 -0.1 0.08
H -7.6424 -3.4498 0.6993 0.1 0.0 0.1 0.06
H -5.4810 -4.7443 -2.0395 0.1 0.2 0.1 0.12
H -7.1905 -4.5543 -1.7093 0.1 0.3 0.1 0.13
H -6.9508 -5.5695 0.5022 0.0 0.0 0.0 0.10
H -6.1913 -6.6023 -0.6865 0.0 0.1 0.1 0.11
H -4.7860 -6.3093 1.3566 0.1 0.3 0.1 0.12
H -3.9787 -5.8344 -0.1222 0.0 0.2 0.1 0.12
H -5.3120 -2.9070 2.7714 0.0 -0.1 -0.1 0.09
H -5.1560 -4.6065 3.2047 0.2 0.0 -0.2 0.09
H -6.4749 -4.1086 2.1950 0.0 0.1 -0.1 0.06
H -2.3129 -4.4313 1.0435 -0.2 0.2 0.0 0.07
H -3.0058 -4.9027 2.5775 -0.3 0.1 -0.1 0.09
H -2.8315 -3.1892 2.1970 0.0 -0.1 -0.1 0.08
H -5.6958 -1.0937 -1.5051 0.0 -0.1 0.0 0.09
H -6.8339 -2.1072 -2.3975 0.0 -0.2 0.3 0.08
H -5.1176 -2.3683 -2.5949 0.1 0.0 0.3 0.08
```
Positions in Å, forces in eV/Å.